{"formula": "C29H56ClF6O10", "method": "ωB97M-V with the def2-TZVPD basis set", "homo_ev": -3.40, "energy_ha": -2950.31597, "charge": -1, "e_lumo_ev": 2.3, "multiplicity": 1, "symbols": ["C", "C", "O", "O", "C", "C", "C", "C", "C", "C", "C", "C", "C", "C", "C", "C", "Cl", "C", "O", "C", "F", "F", "C", "F", "F", "C", "F", "F", "C", "O", "O", "H", "H", "H", "H", "H", "H", "H", "H", "H", "H", "H", "H", "H", "H", "H", "H", "H", "H", "H", "H", "H", "H", "H", "H", "H", "H", "C", "C", "O", "H", "H", "H", "H", "H", "H", "C", "C", "O", "H", "H", "H", "H", "H", "H", "C", "C", "O", "H", "H", "H", "H", "H", "H", "C", "C", "O", "H", "H", "H", "H", "H", "H", "C", "C", "O", "H", "H", "H", "H", "H", "H"], "xyz": [[-3.55854, -3.10993, 7.52292], [-3.10489, -3.61674, 6.15073], [-2.81826, -4.75564, 6.03848], [-3.09252, -2.73726, 5.14466], [-2.34777, -3.24313, 4.00548], [-2.16135, -2.16107, 2.91791], [-2.81128, -2.65688, 1.59678], [-2.01728, -3.84624, 0.97765], [-1.40871, -3.51988, -0.40018], [-0.14764, -2.61719, -0.31677], [-0.57355, -1.10369, -0.27125], [0.47495, -0.25818, -1.06115], [1.04792, 0.98588, -0.28680], [1.74770, 0.45269, 1.01637], [2.92559, -0.50911, 0.60996], [3.78193, -0.73417, 1.87571], [3.86624, 0.18064, -0.74031], [-0.11550, 1.82703, -0.06623], [-0.57216, 2.47736, -1.01502], [-0.95494, 1.99820, 1.22907], [-2.23836, 1.72506, 0.88334], [-0.67139, 1.16732, 2.26882], [-1.01434, 3.44023, 1.84035], [-2.15442, 3.46909, 2.60254], [-1.15404, 4.39246, 0.94373], [0.14760, 3.77171, 2.82727], [0.33760, 5.10508, 2.78294], [1.31718, 3.21802, 2.49067], [-0.17552, 3.39567, 4.30373], [-0.75888, 4.09685, 5.02025], [0.30007, 2.18050, 4.71609], [-4.57774, -2.71493, 7.43568], [-2.88458, -2.28500, 7.79232], [-3.49544, -3.92702, 8.23772], [-2.88057, -4.10105, 3.58053], [-1.36728, -3.60100, 4.33894], [-2.58355, -1.19345, 3.21753], [-1.08650, -2.01513, 2.74440], [-2.88369, -1.82818, 0.88086], [-3.84969, -2.93247, 1.83916], [-1.26339, -4.18447, 1.70304], [-2.72349, -4.68026, 0.82953], [-2.16901, -3.04856, -1.03626], [-1.12462, -4.46168, -0.90196], [0.44556, -2.80647, -1.22023], [0.47945, -2.83556, 0.56211], [-1.54271, -1.01429, -0.77611], [-0.72939, -0.78894, 0.76722], [-0.05940, 0.18844, -1.91617], [1.27400, -0.86027, -1.51377], [2.24160, 1.30850, 1.49695], [1.11657, -0.14566, 1.69415], [2.45998, -1.47110, 0.37012], [4.46910, 0.10285, 2.06659], [4.38776, -1.65222, 1.80223], [3.11087, -0.88313, 2.73460], [-0.39496, 1.51102, 4.62741], [2.25392, 2.86564, -3.10780], [1.06541, 2.76749, -4.03958], [0.01723, 2.04060, -3.39884], [2.58848, 1.86672, -2.82550], [3.08460, 3.40361, -3.57402], [1.97693, 3.37959, -2.18538], [1.32354, 2.23127, -4.95484], [0.70678, 3.76557, -4.31636], [-0.21578, 2.50816, -2.57796], [8.32788, 1.46727, 3.58524], [7.21801, 1.42713, 2.55008], [6.03233, 0.86054, 3.09824], [8.54355, 0.46222, 3.95143], [9.24136, 1.89241, 3.16446], [8.02913, 2.06712, 4.44890], [7.51015, 0.81160, 1.70013], [6.99346, 2.43459, 2.18538], [5.76222, 1.40872, 3.84405], [-3.47553, 4.15661, -1.90079], [-3.42945, 4.11486, -3.41869], [-2.08896, 4.01472, -3.87827], [-2.89987, 5.00436, -1.52603], [-4.50452, 4.24268, -1.54197], [-3.02984, 3.25468, -1.47343], [-3.85502, 5.02708, -3.84031], [-4.00069, 3.25934, -3.79953], [-1.71629, 3.19917, -3.51311], [-2.92646, -1.06823, -4.76760], [-3.64201, -1.15039, -3.43319], [-2.76868, -0.74049, -2.38947], [-2.03577, -1.69641, -4.75678], [-3.57712, -1.38781, -5.58621], [-2.59486, -0.04521, -4.96298], [-3.95302, -2.17453, -3.22291], [-4.53363, -0.51232, -3.42836], [-2.49807, 0.16861, -2.57250], [1.94359, -3.03800, -6.38478], [0.49301, -2.73128, -6.05840], [0.39382, -1.94944, -4.87622], [2.41475, -3.57109, -5.55784], [2.02268, -3.64737, -7.28798], [2.50837, -2.11485, -6.53557], [-0.06290, -3.65364, -5.88796], [0.01800, -2.18902, -6.88450], [0.87499, -1.12697, -5.02660]], "forces_ev_per_angstrom": [[0.20, 0.94, -1.07], [-1.21, 1.19, 1.49], [0.95, -2.39, -0.67], [0.56, 0.19, 0.07], [0.27, 0.28, -0.72], [-0.36, -0.37, -0.32], [0.26, 0.41, 0.38], [-1.02, 0.11, -0.33], [0.93, -0.54, 0.62], [-1.35, 0.66, -0.16], [1.01, -1.05, -0.62], [-0.24, 1.77, -0.72], [-2.29, -1.50, 3.00], [1.02, 0.21, -2.09], [-1.18, 0.31, 2.17], [0.34, -0.26, -0.59], [0.24, -0.42, 0.08], [2.99, -0.84, -0.64], [-2.07, 0.98, 0.09], [0.02, 1.25, -0.45], [-0.14, -0.23, -0.12], [0.15, -0.07, 0.16], [-0.28, -1.13, 0.75], [-0.06, 0.11, 0.29], [0.27, 0.32, -0.62], [0.20, 0.38, 0.41], [-0.15, 0.37, 0.15], [0.15, -0.38, -0.46], [0.79, -1.93, -1.13], [-1.26, 2.07, 1.41], [0.10, -0.14, -0.40], [0.21, -0.04, 0.19], [-0.31, -0.14, 0.19], [-0.04, 0.11, -0.15], [0.04, 0.13, 0.24], [-0.31, 0.01, 0.22], [0.04, -0.26, 0.10], [-0.22, 0.11, 0.06], [0.11, -0.20, 0.13], [0.24, -0.09, -0.14], [0.02, -0.01, -0.35], [0.26, 0.09, 0.17], [0.19, 0.01, 0.12], [-0.15, 0.14, 0.23], [-0.02, 0.22, 0.20], [-0.17, -0.26, -0.22], [0.44, 0.00, 0.26], [0.32, 0.06, -0.19], [0.31, -0.39, 0.10], [-0.14, -0.07, 0.31], [-0.38, -0.33, 0.38], [0.25, 0.28, 0.03], [0.40, 0.21, -0.75], [-0.58, -0.40, -0.09], [-0.04, 0.28, -0.10], [0.10, 0.18, -0.20], [0.16, 0.06, -0.04], [0.26, -0.02, -0.04], [-0.41, -0.08, 0.49], [-0.01, 0.18, -1.61], [0.00, 0.04, 0.05], [0.00, 0.03, -0.03], [-0.01, -0.03, -0.02], [-0.02, -0.03, -0.04], [0.03, 0.02, -0.12], [0.41, -0.46, 0.78], [0.06, -0.05, 0.00], [-0.10, 0.18, 0.35], [0.40, 0.10, 0.15], [0.01, 0.00, -0.07], [0.00, 0.02, 0.04], [0.03, 0.08, -0.05], [-0.15, -0.04, 0.00], [0.14, -0.01, -0.12], [-0.04, -0.05, -0.08], [-0.13, -0.04, 0.04], [0.37, -0.20, 0.26], [-0.30, 0.18, -0.12], [-0.02, 0.00, -0.03], [-0.01, 0.00, 0.01], [-0.01, 0.04, -0.01], [0.06, -0.02, -0.10], [-0.19, 0.06, 0.02], [0.24, 0.02, -0.23], [-0.07, -0.15, -0.16], [0.27, 0.44, -0.14], [-0.43, -0.09, -0.07], [-0.02, 0.02, 0.04], [-0.02, 0.05, -0.01], [-0.06, 0.01, -0.01], [0.06, 0.02, 0.13], [-0.10, -0.11, -0.07], [0.16, -0.08, 0.08], [0.03, -0.10, -0.03], [0.27, 0.40, 0.07], [-0.03, -0.22, -0.05], [-0.06, -0.03, -0.01], [0.04, 0.03, -0.01], [-0.04, 0.00, -0.08], [-0.05, 0.07, 0.09], [-0.02, -0.16, -0.11], [-0.11, 0.01, 0.19]]}

{"formula": "C2H4ClF2", "method": "ωB97M-V with the def2-TZVPD basis set", "homo_ev": -3.80, "relative_energy_kcal_mol": 0.0, "energy_ha": -738.61641, "charge": -1, "e_lumo_ev": 3.9, "multiplicity": 1, "symbols": ["F", "F", "C", "C", "H", "H", "H", "H", "Cl"], "xyz": [[-2.33964, 0.32387, 0.28272], [-2.83938, -1.43740, -0.93588], [-0.58741, -0.76122, -0.85210], [-1.88336, -0.90475, -0.11321], [-0.72500, -0.11242, -1.73343], [-0.22650, -1.74611, -1.19320], [0.18057, -0.31144, -0.20057], [-1.82812, -1.54552, 0.79026], [0.45243, -3.17057, 2.20092]], "forces_ev_per_angstrom": [[-0.20, 0.32, -0.08], [-0.28, 0.05, -0.27], [0.53, 0.08, -0.34], [0.52, -0.74, 0.86], [-0.08, -0.18, 0.30], [-0.18, 0.39, 0.33], [-0.39, -0.33, -0.17], [0.18, 0.29, -0.50], [-0.10, 0.12, -0.13]]}

{"formula": "C42H42F6N7OS7SbSeSr", "method": "ωB97M-V with the def2-TZVPD basis set", "homo_ev": [-4.81, -4.77], "relative_energy_kcal_mol": 0.0, "energy_ha": -8143.40672, "charge": -1, "e_lumo_ev": [1.8, -0.3], "s_squared": 0.78, "multiplicity": 2, "symbols": ["Sr", "N", "C", "C", "C", "C", "C", "C", "S", "N", "C", "C", "C", "C", "C", "C", "N", "H", "H", "H", "H", "H", "H", "H", "H", "H", "C", "N", "C", "C", "N", "C", "S", "C", "C", "C", "C", "C", "N", "H", "H", "H", "H", "H", "H", "H", "H", "H", "Se", "C", "C", "C", "N", "C", "C", "H", "H", "H", "H", "C", "C", "C", "C", "C", "C", "C", "C", "C", "C", "C", "C", "O", "H", "H", "H", "H", "H", "H", "H", "H", "H", "H", "H", "H", "H", "H", "H", "H", "H", "F", "Sb", "F", "F", "F", "F", "F", "C", "S", "C", "C", "S", "S", "C", "S", "S", "H", "H", "H"], "xyz": [[-0.10948, -1.09530, -0.91461], [-4.09316, 2.30192, -2.75210], [-4.62791, 1.49595, -3.77114], [-5.86028, 1.80184, -4.32202], [-6.40577, 1.00014, -5.32042], [-5.73531, -0.13007, -5.74622], [-4.49031, -0.43678, -5.20270], [-3.93205, 0.38947, -4.24879], [-2.30434, 0.06024, -3.63975], [-2.11897, 1.09750, -2.35487], [-2.93333, 2.02664, -2.05291], [-2.58088, 2.96840, -0.95041], [-3.43631, 3.98979, -0.54344], [-2.97673, 4.92241, 0.37360], [-1.69013, 4.80757, 0.85914], [-0.92711, 3.72290, 0.44055], [-1.36146, 2.82587, -0.43258], [-4.69504, 3.02654, -2.41220], [-6.39523, 2.67940, -3.97404], [-7.36055, 1.26588, -5.75502], [-6.16938, -0.77546, -6.49790], [-3.94517, -1.31916, -5.51447], [-4.44841, 4.07624, -0.91385], [-3.62043, 5.73150, 0.69547], [-1.27914, 5.53118, 1.54834], [0.07611, 3.57235, 0.81987], [-0.14472, -6.51459, 1.07052], [-0.22199, -5.61185, 2.20203], [-0.29309, -5.95460, 3.53747], [-0.43461, -4.81965, 4.24011], [-0.45875, -3.76468, 3.33033], [-0.32441, -4.26059, 2.06232], [-0.17021, -3.51385, 0.59289], [-0.81138, -2.43513, 3.68452], [-0.39575, -1.91139, 4.90106], [-0.86722, -0.65783, 5.25416], [-1.70544, 0.01762, 4.38461], [-2.00710, -0.58043, 3.16973], [-1.57738, -1.78693, 2.82676], [-0.13348, -7.53567, 1.44593], [0.75740, -6.31617, 0.49316], [-0.99970, -6.35805, 0.41341], [-0.24250, -6.97717, 3.86495], [-0.54677, -4.66906, 5.29698], [0.30555, -2.44786, 5.52553], [-0.56737, -0.20926, 6.19210], [-2.08894, 0.99889, 4.62578], [-2.63150, -0.08106, 2.43740], [1.12437, -2.67879, -2.92373], [1.93616, -1.58485, -4.24961], [3.14439, -1.97268, -4.83368], [3.71313, -1.17433, -5.81088], [3.16770, -0.04478, -6.26561], [2.00548, 0.30935, -5.71946], [1.36064, -0.40378, -4.72276], [3.62761, -2.88485, -4.51037], [4.66204, -1.45076, -6.26139], [1.56414, 1.22332, -6.10811], [0.41930, -0.05123, -4.32298], [1.32261, 2.42790, -2.23839], [2.73880, 2.29252, -1.68027], [3.53394, 1.24520, -2.48380], [2.85739, 1.94827, -0.20641], [3.45963, 2.84114, 0.64404], [3.95535, 2.44098, 1.88888], [3.96317, 1.08260, 2.21826], [3.32079, 0.14799, 1.44270], [3.53058, -1.32184, 1.75088], [3.91413, -2.10382, 0.48325], [2.32767, -1.96838, 2.44518], [2.57653, 0.60094, 0.27430], [1.77328, -0.14679, -0.34849], [1.37695, 2.64937, -3.30585], [0.78297, 3.23507, -1.74724], [0.75312, 1.51258, -2.09699], [3.24155, 3.25556, -1.81035], [3.06601, 0.26599, -2.39235], [4.55765, 1.17201, -2.10841], [3.56972, 1.51032, -3.54095], [3.60671, 3.86508, 0.32009], [4.42827, 3.15982, 2.54536], [4.49546, 0.75544, 3.10324], [4.38026, -1.36982, 2.43839], [3.06975, -2.18107, -0.19895], [4.23978, -3.11085, 0.74779], [4.73222, -1.60483, -0.04202], [1.41181, -1.72127, 1.91586], [2.23305, -1.62063, 3.47258], [2.44515, -3.05429, 2.45894], [-2.16327, -1.51229, -0.90471], [-3.05383, -3.09272, -1.65731], [-2.46871, -2.79392, -3.42797], [-4.45031, -1.83127, -1.90746], [-4.29539, -4.40438, -2.22489], [-3.48021, -3.49270, 0.13465], [-1.73903, -4.45356, -1.68105], [-0.57279, 4.59353, 4.05527], [1.13654, 4.59030, 3.43072], [1.69071, 3.11508, 4.19357], [1.26075, 1.85835, 3.86469], [0.26658, 1.40355, 2.57115], [1.83574, 0.63042, 5.00456], [2.82833, 1.62181, 6.01404], [3.72506, 1.03965, 7.26562], [2.76272, 3.28580, 5.56681], [-1.03237, 5.53711, 3.76482], [-0.55629, 4.51145, 5.13977], [-1.10340, 3.75432, 3.60771]], "forces_ev_per_angstrom": [[1.13, 0.98, -0.14], [0.08, 0.10, -0.01], [-0.17, -0.13, -0.15], [0.01, 0.04, 0.05], [-0.03, 0.01, 0.02], [0.06, -0.02, -0.02], [-0.05, 0.03, 0.01], [0.17, -0.02, 0.21], [-0.01, 0.02, -0.49], [0.22, 0.23, 0.57], [-0.02, -0.21, -0.34], [0.01, 0.18, 0.19], [-0.03, -0.07, -0.02], [-0.03, 0.02, 0.05], [-0.01, 0.00, -0.07], [0.03, 0.04, -0.04], [-0.05, -0.09, -0.07], [0.03, 0.01, 0.00], [-0.01, -0.01, 0.01], [-0.02, -0.02, 0.03], [0.01, 0.01, -0.01], [-0.02, -0.01, -0.01], [0.02, 0.03, 0.01], [-0.01, 0.00, -0.01], [0.01, -0.03, -0.03], [-0.01, -0.01, 0.08], [0.07, -0.03, -0.06], [-0.17, 0.20, 0.13], [0.04, -0.04, -0.05], [0.00, 0.00, 0.03], [-0.08, -0.26, 0.03], [0.20, -0.09, 0.04], [0.28, -0.42, -0.07], [0.07, 0.40, 0.17], [0.08, -0.23, -0.23], [-0.46, 0.03, 0.12], [-0.12, -0.18, 0.27], [-0.14, -0.26, 0.11], [-0.26, -0.01, 0.00], [-0.01, 0.01, 0.01], [0.01, 0.00, 0.02], [0.00, 0.01, 0.01], [0.00, 0.01, 0.01], [-0.03, 0.06, 0.00], [-0.03, -0.02, 0.05], [-0.08, -0.06, -0.02], [0.02, 0.00, -0.04], [0.03, 0.06, 0.01], [0.41, -0.45, -0.58], [-0.18, -0.12, 0.16], [0.02, 0.15, -0.01], [-0.05, 0.00, 0.04], [0.07, 0.05, -0.08], [-0.04, 0.03, 0.02], [0.15, -0.05, -0.06], [0.03, 0.00, -0.02], [-0.01, -0.05, 0.02], [-0.03, 0.00, 0.05], [-0.02, 0.02, -0.07], [0.16, 0.13, 0.16], [-0.11, -0.34, -0.15], [0.04, 0.10, 0.18], [0.16, 0.36, -0.30], [-0.12, 0.04, 0.08], [-0.05, -0.07, -0.03], [-0.11, 0.01, 0.00], [0.31, -0.21, 0.31], [-0.24, -0.18, -0.22], [-0.01, 0.19, 0.11], [0.17, 0.16, 0.04], [0.04, -0.01, -0.07], [2.09, 1.18, 0.93], [-0.03, -0.08, -0.02], [-0.05, -0.04, 0.01], [-0.08, 0.03, -0.09], [-0.03, 0.03, 0.08], [0.03, -0.04, -0.09], [0.01, -0.01, -0.03], [-0.02, 0.01, 0.01], [0.02, -0.02, -0.04], [0.01, 0.00, 0.00], [-0.02, -0.02, 0.03], [0.00, 0.08, 0.00], [0.04, -0.10, -0.06], [-0.02, 0.00, 0.02], [0.01, -0.04, -0.04], [-0.07, -0.08, 0.05], [-0.01, 0.05, 0.00], [-0.04, -0.01, -0.05], [-2.53, -1.01, -0.19], [-1.68, -1.23, -0.71], [-0.08, 0.18, 0.19], [0.10, -0.01, 0.16], [0.01, 0.03, 0.00], [0.02, 0.17, -0.06], [0.09, 0.43, 0.31], [0.24, -0.02, -0.02], [-0.03, -0.01, 0.04], [0.05, 0.02, -0.06], [0.08, 0.17, 0.13], [0.39, 0.07, -0.35], [0.42, 0.35, -0.18], [-0.05, 0.18, -0.12], [0.09, -0.09, 0.13], [-0.13, -0.23, 0.01], [-0.02, -0.01, 0.04], [-0.04, 0.02, 0.01], [-0.07, 0.01, 0.03]]}

{"formula": "C5H7NO", "method": "ωB97M-V with the def2-TZVPD basis set", "homo_ev": -7.74, "relative_energy_kcal_mol": 15.2, "energy_ha": -324.70017, "e_lumo_ev": 0.8, "multiplicity": 1, "symbols": ["C", "N", "C", "C", "C", "C", "O", "H", "H", "H", "H", "H", "H", "H"], "xyz": [[-1.80744, 0.11507, 0.58580], [-0.46952, -0.14039, 0.09849], [0.05639, -1.37357, -0.22879], [1.37786, -1.20996, -0.54242], [1.68977, 0.17467, -0.39183], [0.52372, 0.78865, -0.00974], [0.21032, 2.08790, 0.25585], [-2.35504, 0.78844, -0.07993], [-1.77785, 0.55784, 1.58595], [-2.33683, -0.83863, 0.64123], [-0.57445, -2.25176, -0.22132], [2.05800, -1.99301, -0.85011], [2.65084, 0.65419, -0.52504], [0.75421, 2.64057, -0.31814]], "forces_ev_per_angstrom": [[-0.14, 0.01, 0.03], [0.18, 0.06, -0.02], [0.00, -0.07, 0.00], [-0.02, -0.05, 0.00], [0.00, 0.07, 0.00], [-0.03, -0.29, -0.06], [0.09, 0.07, -0.10], [0.10, -0.08, 0.07], [-0.01, -0.05, -0.15], [0.07, 0.16, -0.02], [0.13, 0.12, 0.04], [-0.12, 0.12, 0.06], [-0.17, -0.06, -0.03], [-0.08, -0.02, 0.17]]}